1.
{
  "formula": "C5H10O2",
  "method": "ωB97M-V/def2-TZVPD",
  "lumo_ev": 0.56,
  "smiles": "C=C(O)/C=C/C.O",
  "e_above_lowest_kcal_mol": 64.0,
  "orbital_gap_ev": 8.9,
  "total_energy_ha": -346.92338,
  "symbols": ["C", "C", "C", "O", "C", "C", "H", "H", "H", "H", "H", "H", "H", "H", "H", "H", "O"],
  "xyz": [[2.457441, 0.865599, -0.242246], [-2.277426, -0.435364, -1.087019], [-0.964534, -0.713358, -0.819816], [-0.633039, -1.980262, -0.353517], [0.133782, 0.234366, -0.826495], [1.396528, -0.105384, -0.623519], [2.226528, 1.964369, -0.178951], [3.260390, 1.004635, -0.953504], [2.904009, 0.577397, 0.752146], [-3.095388, -1.140607, -0.883206], [-2.593734, 0.535306, -1.309193], [-1.350609, -2.251059, 0.238722], [-0.224242, 1.291475, -0.739190], [1.758627, -1.141521, -0.765299], [-0.933162, -0.301649, 2.380434], [-1.221195, 0.940019, 3.090444], [-0.843974, 0.656039, 2.320209]],
  "forces_ev_per_a": [[0.8695, 1.5917, 0.9305], [1.5991, -1.3270, 1.0526], [-2.4846, -0.6359, -0.2407], [-0.0295, 0.1998, 0.2074], [-0.8461, 0.9925, 0.5043], [0.7913, 0.1009, -0.4818], [-0.9231, -1.0991, 0.3543], [0.5544, -0.9878, -0.3584], [-0.3108, 0.2359, -1.0068], [0.6414, 0.0458, -0.2345], [-0.1833, 1.3659, -0.4874], [0.2141, -0.1282, -0.4785], [0.6524, -0.9408, -0.1852], [-0.5765, 0.5443, 0.4077], [0.1745, 0.0346, -0.2779], [-1.5357, 1.4637, 3.1693], [1.3928, -1.4562, -2.8751]],
  "nbo_charge": [-0.66, -0.50, 0.30, -0.71, -0.27, -0.14, 0.22, 0.22, 0.22, 0.19, 0.20, 0.48, 0.22, 0.21, 0.46, 0.46, -0.92]
}

2.
{
  "formula": "C7H10O",
  "method": "ωB97M-V/def2-TZVPD",
  "lumo_ev": 0.72,
  "e_above_lowest_kcal_mol": 165.4,
  "orbital_gap_ev": 10.1,
  "total_energy_ha": -347.69955,
  "symbols": ["C", "C", "C", "C", "C", "C", "C", "H", "H", "H", "H", "H", "H", "H", "H", "H", "H", "O"],
  "xyz": [[-1.183300, -1.243498, 0.510830], [0.050969, -1.583647, -0.364018], [1.399668, -0.739593, -0.428789], [1.145214, 0.727518, -0.323833], [0.017549, 1.686846, 0.032215], [-1.355982, 1.244392, -0.181590], [-1.843048, -0.008772, -0.041342], [-2.148108, -1.959371, 0.253007], [-0.826036, -1.160459, 1.654405], [-0.584012, -1.324689, -1.520280], [0.284831, -2.938870, -0.370604], [2.044745, -1.145476, -1.139375], [1.996259, 1.278015, -0.906123], [0.153059, 1.872444, 1.077456], [0.053841, 2.772396, -0.541748], [-2.379758, 1.933879, -0.390919], [-3.209052, -0.242931, 0.167611], [1.903477, 0.051949, 0.811967]],
  "forces_ev_per_a": [[-0.2364, -0.9935, 0.3716], [-0.9097, -3.2836, -3.3524], [-4.8087, 1.9738, 3.1162], [4.7959, 0.8547, -0.4950], [0.1290, 2.2113, -1.9840], [-5.8306, -0.9704, -0.5667], [-3.5093, 0.7412, 2.6857], [3.3408, 0.6438, 1.3645], [-1.3817, -0.2486, -2.3539], [2.6826, -1.1407, 2.8642], [-0.5843, 4.3808, 0.1027], [1.5391, -0.2869, -0.6692], [-1.8147, -0.6902, 0.8541], [0.0820, 0.4536, 0.7871], [0.7054, -2.8234, 1.3884], [3.6176, -1.0315, 0.4418], [4.2346, 1.4471, -1.3112], [-2.0516, -1.2373, -3.2438]],
  "nbo_charge": [-0.52, -0.41, 0.05, 0.05, -0.49, -0.22, -0.17, 0.24, 0.24, 0.22, 0.22, 0.21, 0.19, 0.26, 0.24, 0.24, 0.19, -0.52]
}

3.
{
  "formula": "C7H13FO4S2",
  "method": "ωB97M-V/def2-TZVPD",
  "lumo_ev": 0.44,
  "orbital_gap_ev": 10.2,
  "total_energy_ha": -1471.68737,
  "symbols": ["O", "S", "O", "O", "C", "C", "C", "F", "C", "C", "C", "C", "S", "O", "H", "H", "H", "H", "H", "H", "H", "H", "H", "H", "H", "H", "H"],
  "xyz": [[-2.738988, -2.784491, 1.525440], [-1.549005, -2.065482, 1.796937], [-0.966444, -2.109016, 3.093759], [-0.414657, -2.366203, 0.734367], [0.042914, -1.136953, 0.043854], [-0.497072, -1.264188, -1.396117], [-1.192492, -0.051675, -1.980688], [-1.539525, -0.347454, -3.283980], [-0.477248, -0.063142, 0.990603], [-0.418228, 1.416307, 0.689845], [0.998696, 1.988452, 0.683140], [1.929167, 1.514339, -0.444654], [3.423329, 0.653150, 0.173139], [-1.789336, -0.545539, 1.328734], [1.124289, -1.220056, 0.052830], [0.344923, -1.489312, -2.054604], [-1.169577, -2.114962, -1.455897], [-0.539070, 0.818606, -2.017526], [-2.105324, 0.200483, -1.441753], [0.136330, -0.176714, 1.896896], [-0.946274, 1.702038, -0.219180], [-0.956314, 1.902735, 1.505811], [1.464516, 1.824351, 1.653310], [0.877424, 3.068045, 0.578968], [2.321539, 2.357929, -1.005107], [1.423221, 0.875810, -1.166681], [3.213207, -0.587059, -0.281445]],
  "forces_ev_per_a": [[0.1634, -0.0498, -0.1632], [-0.3549, 0.1969, 0.0896], [-0.0590, 0.1266, -0.0736], [0.2075, 0.0779, -0.0701], [-0.6688, -1.0054, -0.3628], [0.3799, 0.4190, -0.1212], [0.0037, -0.0065, 0.1606], [-0.1019, -0.1078, -0.2941], [1.0096, 0.1206, 0.6127], [-0.4426, 0.1214, -0.1426], [-0.1566, 0.2522, -0.2159], [0.2149, -0.2416, 0.1031], [0.1076, 0.0088, 0.0701], [-0.0161, -0.0287, 0.1194], [0.0381, 0.2333, 0.1481], [-0.0099, -0.0639, -0.0122], [-0.0962, -0.0207, 0.1162], [-0.0131, 0.0550, -0.0446], [-0.0486, 0.0197, 0.0464], [-0.0383, -0.0280, -0.0307], [0.0068, -0.1056, 0.0231], [-0.0473, -0.0268, 0.0216], [0.0723, -0.0704, 0.0350], [0.0412, 0.0290, 0.0921], [-0.0952, 0.0857, -0.0340], [0.0426, -0.0213, 0.0212], [-0.1390, 0.0305, -0.0941]],
  "nbo_charge": [-0.89, 2.55, -0.91, -0.71, 0.09, -0.48, 0.06, -0.36, 0.04, -0.42, -0.42, -0.53, -0.04, -0.69, 0.22, 0.22, 0.25, 0.15, 0.17, 0.21, 0.21, 0.24, 0.22, 0.22, 0.23, 0.21, 0.12]
}

4.
{
  "formula": "C7H14",
  "method": "ωB97M-V/def2-TZVPD",
  "lumo_ev": 1.19,
  "smiles": "C=C1CC1.[H][H].C=CC",
  "e_above_lowest_kcal_mol": 97.1,
  "orbital_gap_ev": 10.6,
  "total_energy_ha": -274.96150,
  "symbols": ["C", "C", "C", "C", "C", "C", "C", "H", "H", "H", "H", "H", "H", "H", "H", "H", "H", "H", "H", "H", "H"],
  "xyz": [[1.167967, 1.411405, -1.781041], [1.229885, 1.444406, -0.453557], [0.708881, 2.593423, 0.359304], [-0.106851, -0.486476, 1.761721], [-0.699795, -1.308129, 0.918744], [-1.123949, -2.684665, 0.663890], [-1.758349, -1.500370, -0.074044], [0.407923, -0.784169, -1.781234], [0.625611, 2.167664, -2.342411], [1.657831, 0.634718, -2.358905], [1.725065, 0.633674, 0.081730], [1.528815, 3.296563, 0.542087], [-0.084286, 3.124380, -0.175786], [0.324868, 2.299375, 1.339305], [0.561212, -0.843868, 2.540547], [-0.296450, 0.578662, 1.715995], [0.603696, -1.463224, -1.556731], [-0.513275, -3.372154, 0.081824], [-1.682419, -3.148070, 1.472641], [-2.762256, -1.170376, 0.175442], [-1.514123, -1.422770, -1.129521]],
  "forces_ev_per_a": [[0.0813, 0.1092, 0.0877], [0.1027, 0.1081, -0.2392], [-0.0254, 0.1122, 0.0265], [-0.1233, -0.1050, -0.0489], [-0.0983, 0.0544, 0.2690], [0.0484, -0.2210, 0.1110], [-0.1809, 0.1548, -0.0798], [0.0551, -0.2999, 0.0291], [0.1360, 0.0469, 0.0604], [-0.1144, 0.1281, 0.0919], [0.0120, 0.2178, -0.1282], [-0.1152, 0.0033, 0.0193], [0.1321, -0.0120, 0.0567], [0.0816, 0.0640, -0.1877], [-0.0913, -0.0291, -0.0915], [0.0767, -0.1937, -0.0291], [0.0704, -0.1606, -0.1139], [-0.0556, 0.1922, 0.0587], [0.0102, -0.0606, -0.1729], [0.0500, -0.1597, 0.0355], [-0.0519, 0.0507, 0.2454]],
  "nbo_charge": [-0.42, -0.16, -0.65, -0.40, 0.02, -0.45, -0.45, 0.01, 0.19, 0.20, 0.21, 0.22, 0.21, 0.21, 0.20, 0.19, -0.02, 0.22, 0.22, 0.22, 0.23]
}

5.
{
  "formula": "C7H9NO2",
  "method": "ωB97M-V/def2-TZVPD",
  "lumo_ev": [-0.75, -0.76],
  "e_above_lowest_kcal_mol": 123.1,
  "orbital_gap_ev": [6.9, 6.9],
  "total_energy_ha": -477.19578,
  "symbols": ["C", "C", "C", "C", "C", "C", "C", "N", "O", "O", "H", "H", "H", "H", "H", "H", "H", "H", "H"],
  "xyz": [[-3.263431, -0.451427, 0.123123], [-2.870665, 0.428597, -0.944807], [-2.129996, -0.879529, 0.811055], [-1.529165, 0.576991, -0.874754], [2.940784, -0.197454, -0.691083], [2.295913, 0.610273, 0.587561], [0.225335, -0.242290, 0.660918], [-1.033939, -0.222332, 0.141094], [2.191111, -1.244209, -0.845610], [0.952450, 0.817395, 0.281130], [-4.306533, -0.569949, 0.355483], [-3.733154, 0.978014, -1.473086], [-1.844082, -1.583017, 1.545307], [-0.718253, 1.081173, -1.447769], [3.090613, 0.577897, -1.549372], [3.966134, -0.380172, -0.184125], [2.403348, -0.040397, 1.348797], [2.805106, 1.620741, 0.617408], [0.558431, -0.880313, 1.538739]],
  "forces_ev_per_a": [[1.3321, -0.3499, 1.0628], [-1.9788, 0.9053, 0.3384], [-0.3334, 1.6711, -2.6851], [1.9668, 0.5592, -1.1353], [0.7897, 1.3588, 1.5505], [1.9139, 3.6893, -4.3842], [1.1360, 1.9485, -1.7289], [-0.9433, -1.5530, 1.7903], [-1.0278, -0.6089, -0.1841], [-1.5159, -2.3067, 1.8216], [0.0344, -0.5995, 0.2184], [2.2094, -0.8544, 0.3241], [-0.3690, -0.4779, 0.7671], [-1.3401, -0.1822, 0.3013], [-0.3457, -1.1018, 0.9312], [-0.6275, 0.1049, -0.9410], [0.5360, -1.7506, 2.8728], [-0.7061, -1.1958, 0.5645], [-0.7306, 0.7439, -1.4846]],
  "nbo_charge": [-0.25, -0.27, -0.06, -0.02, 0.00, -0.11, 0.51, -0.39, -0.77, -0.40, 0.23, 0.25, 0.22, 0.25, 0.11, 0.11, 0.17, 0.20, 0.23]
}

6.
{
  "formula": "C7H11N2",
  "method": "ωB97M-V/def2-TZVPD",
  "lumo_ev": -5.40,
  "smiles": "CC(C)=C1C=C[N+](C)=N1",
  "e_above_lowest_kcal_mol": 63.5,
  "orbital_gap_ev": 8.6,
  "total_energy_ha": -382.52235,
  "total_charge": 1,
  "symbols": ["C", "C", "C", "C", "C", "C", "C", "N", "N", "H", "H", "H", "H", "H", "H", "H", "H", "H", "H", "H"],
  "xyz": [[-0.276857, 0.271669, -0.037284], [-0.505649, 1.635748, -0.266630], [0.720816, 2.157494, -0.409153], [-1.071980, -0.890268, 0.255419], [-2.521512, -0.804250, 0.460729], [-0.538383, -2.246264, 0.174739], [3.025593, 1.486850, -0.351302], [1.168711, 0.041228, -0.071153], [1.659486, 1.162048, -0.268741], [-1.439064, 2.216475, -0.184199], [1.053284, 3.141754, -0.709005], [-3.230669, -0.095255, -0.030375], [-2.532956, -0.459203, 1.516352], [-3.071905, -1.784985, 0.641537], [0.560320, -2.268359, -0.023735], [-1.096122, -2.741016, -0.658190], [-0.885725, -2.824757, 1.031619], [3.330627, 2.294741, -1.016041], [3.445017, 1.663668, 0.611363], [3.575473, 0.665853, -0.637327]],
  "forces_ev_per_a": [[1.7082, -3.2393, 0.8172], [-1.2821, 0.6584, 0.7358], [0.4560, 1.3917, -0.6481], [0.1600, 1.8630, -2.1944], [-1.8844, -0.4427, 2.0876], [0.8951, -0.4202, -0.5344], [1.7895, 0.6079, 0.2927], [-2.9855, -2.0790, 0.5257], [-1.2048, 2.7526, -0.9293], [0.6148, -0.6184, -0.4002], [-0.1590, -0.0175, 0.3183], [1.2110, -0.3627, -0.1147], [-0.1034, 0.2985, -0.0268], [1.0389, 0.9370, -0.9265], [-1.0500, -0.2476, 0.4538], [0.4311, 0.4239, 0.2876], [0.3571, -0.0647, 0.2325], [-0.8684, 0.0969, 0.0127], [-0.0749, 0.6194, 1.0466], [0.9510, -2.1572, -1.0360]],
  "nbo_charge": [-0.06, -0.20, -0.05, 0.39, -0.73, -0.70, -0.44, -0.09, -0.04, 0.27, 0.25, 0.29, 0.29, 0.26, 0.27, 0.29, 0.27, 0.25, 0.24, 0.25]
}